Record 1
{
  "formula": "C26H7CoF15GeN3OS2",
  "method": "ωB97M-V with the def2-TZVPD basis set",
  "charge": 0,
  "orbital_gap_ev": [7.18, 7.18],
  "multiplicity": 1,
  "e_tot_ev": -190167.2870,
  "lumo_energy_ha": [-0.0480, -0.0481],
  "elements": ["Ge", "Co", "S", "S", "F", "F", "F", "F", "F", "F", "F", "F", "F", "F", "F", "F", "F", "F", "F", "O", "N", "N", "N", "C", "C", "C", "C", "C", "C", "C", "C", "C", "C", "C", "C", "C", "C", "C", "C", "C", "C", "C", "C", "C", "C", "C", "C", "C", "C", "H", "H", "H", "H", "H", "H", "H"],
  "xyz": [[1.240, -0.475, -0.396], [-2.028, -0.633, 0.548], [-0.734, -0.880, -1.215], [-2.331, -2.767, 0.750], [-0.434, 2.324, -0.519], [3.608, 0.522, 1.087], [1.843, -3.179, -1.608], [5.142, -2.114, -4.751], [3.532, -2.626, 0.575], [3.507, -4.221, 2.734], [3.537, -3.948, -3.561], [3.351, 1.261, -2.061], [4.195, 2.897, 2.254], [5.042, 0.486, -3.992], [0.135, 4.657, 0.664], [-0.504, -0.659, 1.987], [2.441, 4.960, 2.045], [-0.541, -2.289, 4.148], [1.484, -4.077, 4.522], [-2.294, 1.060, 1.188], [-3.500, -0.615, -0.556], [-3.896, -1.783, -1.181], [-3.775, -4.061, -1.076], [-4.737, 2.813, -0.867], [2.158, 3.792, 1.483], [3.052, 2.738, 1.591], [0.493, -1.589, 2.144], [1.480, -3.290, 3.455], [1.480, -1.639, 1.187], [-2.960, 3.313, 1.208], [3.482, -2.672, -3.186], [2.617, -2.259, -2.193], [0.687, 2.410, 0.192], [2.512, -3.363, 2.535], [0.448, -2.384, 3.267], [4.305, -1.737, -3.794], [0.978, 3.632, 0.779], [-3.726, 4.327, 0.683], [-4.620, 4.086, -0.366], [2.542, -0.940, -1.773], [-4.168, 0.443, -0.865], [2.503, -2.538, 1.422], [4.253, -0.410, -3.404], [3.375, -0.032, -2.404], [-3.959, 1.761, -0.356], [-3.413, -2.838, -0.620], [1.549, 1.332, 0.300], [-3.048, 2.011, 0.690], [2.730, 1.537, 0.995], [-3.190, -4.847, -0.859], [-2.264, 3.491, 2.018], [-5.434, 2.603, -1.670], [-4.314, -4.094, -1.925], [-3.634, 5.328, 1.087], [-5.215, 4.892, -0.772], [-4.981, 0.281, -1.567]]
}

Record 2
{
  "formula": "C40H28Cl5N4O7S3W",
  "method": "ωB97M-V with the def2-TZVPD basis set",
  "charge": 1,
  "orbital_gap_ev": [5.18, 6.97],
  "multiplicity": 3,
  "e_tot_ev": -159163.2962,
  "s2": 2.0301,
  "lumo_energy_ha": [-0.1481, -0.1441],
  "elements": ["W", "Cl", "Cl", "Cl", "Cl", "Cl", "S", "S", "S", "O", "O", "O", "O", "O", "O", "O", "N", "N", "N", "N", "C", "C", "C", "C", "C", "C", "C", "C", "C", "C", "C", "C", "C", "C", "C", "C", "C", "C", "C", "C", "C", "C", "C", "C", "C", "C", "C", "C", "C", "C", "C", "C", "C", "C", "C", "C", "C", "C", "C", "C", "H", "H", "H", "H", "H", "H", "H", "H", "H", "H", "H", "H", "H", "H", "H", "H", "H", "H", "H", "H", "H", "H", "H", "H", "H", "H", "H", "H"],
  "xyz": [[0.106, 0.193, -0.720], [0.346, 1.393, -4.084], [-1.782, 5.627, -0.084], [-1.187, 6.415, -3.034], [-1.287, 2.771, 0.890], [-0.118, 4.275, -5.012], [1.930, -3.689, 1.127], [-1.661, -4.163, -1.309], [-0.107, -1.859, -3.733], [0.479, 2.570, 4.680], [-6.839, -1.059, -1.676], [1.175, 4.417, 5.540], [2.643, 2.633, -1.119], [1.356, 1.378, 0.219], [-0.380, -1.714, -0.832], [-3.014, -0.701, 5.515], [1.511, -0.567, -1.857], [-0.465, -0.207, 1.348], [1.077, 3.633, 4.625], [-2.096, 0.095, -0.656], [-0.916, 4.811, -2.503], [2.331, -2.681, -3.114], [-2.169, -0.491, 2.970], [-0.428, 2.151, -1.612], [-4.200, -0.004, -1.755], [2.229, 3.394, 1.099], [3.050, 5.455, 2.032], [1.218, -1.918, -2.469], [0.463, -0.369, 2.298], [0.043, -3.970, -1.404], [0.651, -2.618, -1.196], [3.386, -2.953, 1.643], [2.443, 5.159, 3.244], [3.765, -1.931, 0.827], [-2.682, -0.197, 0.515], [-1.544, -5.833, -1.652], [-1.765, -0.311, 1.661], [0.663, -5.152, -1.680], [4.029, -0.507, -2.248], [2.104, 2.466, -0.057], [1.796, -2.611, -0.199], [-1.216, -0.594, 3.972], [-4.049, -0.392, 0.595], [2.844, -1.726, -0.239], [1.737, 3.973, 3.354], [2.945, 4.578, 0.963], [-0.937, 3.148, -0.774], [-1.608, -0.726, 5.413], [-0.254, -6.226, -1.829], [-0.216, 2.543, -2.936], [0.129, -0.565, 3.617], [1.619, 3.087, 2.306], [0.812, -2.770, -4.866], [-4.829, -0.294, -0.548], [-6.326, -0.481, -0.498], [-1.179, 4.457, -1.183], [-0.437, 3.847, -3.384], [2.061, -3.129, -4.378], [-2.837, 0.188, -1.765], [2.873, -0.583, -1.233], [0.035, -7.243, -2.051], [-3.266, -0.716, 6.442], [1.735, -5.252, -1.778], [-3.214, -0.527, 3.235], [3.229, -2.926, -2.571], [-6.603, -1.044, 0.398], [3.665, -0.611, -3.267], [0.908, -0.661, 4.360], [2.752, -3.731, -4.952], [-4.508, -0.632, 1.544], [-1.144, 0.101, 5.963], [0.395, -3.007, -5.831], [-2.432, -6.441, -1.701], [4.775, -1.280, -2.069], [3.903, -3.326, 2.512], [4.512, 0.465, -2.168], [2.952, 0.321, -0.642], [2.505, 5.827, 4.090], [3.412, 4.799, 0.012], [-2.303, 0.423, -2.679], [1.496, -0.312, 1.977], [1.049, 2.182, 2.435], [4.665, -1.351, 0.974], [-6.792, 0.504, -0.419], [-1.194, -1.664, 5.802], [3.604, 6.376, 1.923], [-6.648, -2.002, -1.682], [-4.770, 0.060, -2.671]]
}

Record 3
{
  "formula": "CH6NOSi",
  "method": "ωB97M-V with the def2-TZVPD basis set",
  "charge": -1,
  "smiles": "NC[SiH2][O-]",
  "orbital_gap_ev": 8.61,
  "de_lowest_kcal_mol": 3.6,
  "multiplicity": 1,
  "e_tot_ev": -12550.2541,
  "lumo_energy_ha": 0.1691,
  "elements": ["Si", "O", "N", "C", "H", "H", "H", "H", "H", "H"],
  "xyz": [[-0.570, -0.686, 0.925], [0.413, -1.822, 1.026], [1.075, 0.372, -1.230], [0.098, 0.734, -0.209], [1.503, -0.581, -1.017], [0.633, 1.528, 0.458], [0.495, 0.167, -2.145], [-0.890, 0.096, 2.396], [-0.708, 1.286, -0.766], [-2.049, -1.094, 0.563]]
}

Record 4
{
  "formula": "ClH4O4P3",
  "method": "ωB97M-V with the def2-TZVPD basis set",
  "charge": 0,
  "smiles": "O=[PH2]P(Cl)P(=O)(O)O",
  "orbital_gap_ev": 9.69,
  "multiplicity": 1,
  "e_tot_ev": -48646.3257,
  "lumo_energy_ha": -0.0169,
  "elements": ["Cl", "P", "P", "P", "O", "O", "O", "O", "H", "H", "H", "H"],
  "xyz": [[0.538, 0.349, -2.511], [0.202, -0.878, -0.885], [1.960, -0.555, 0.437], [-1.281, 0.124, 0.362], [2.516, -1.875, 0.776], [-1.362, 1.685, 0.064], [-0.912, -0.235, 1.735], [-2.720, -0.401, -0.041], [-0.516, 2.054, -0.200], [-2.772, -0.735, -0.943], [2.838, 0.251, -0.313], [1.509, 0.217, 1.518]]
}

Record 5
{
  "formula": "C7H10",
  "method": "ωB97M-V with the def2-TZVPD basis set",
  "charge": 0,
  "smiles": "C#CC[C@@H]1C[C@@H]1C",
  "orbital_gap_ev": 10.96,
  "de_lowest_kcal_mol": 56.7,
  "multiplicity": 1,
  "e_tot_ev": -7418.5781,
  "lumo_energy_ha": 0.0414,
  "elements": ["C", "C", "C", "C", "C", "C", "C", "H", "H", "H", "H", "H", "H", "H", "H", "H", "H"],
  "xyz": [[0.396, -0.627, -0.754], [1.322, 0.471, -0.258], [2.080, 0.086, 2.277], [-1.656, 0.348, 0.583], [-1.050, -0.682, -0.344], [1.745, 0.265, 1.133], [-0.680, -0.326, -1.760], [2.372, -0.073, 3.291], [-1.445, -1.687, -0.203], [-1.311, 1.361, 0.348], [-0.812, 0.713, -2.059], [-2.748, 0.346, 0.492], [-0.867, -1.045, -2.553], [2.209, 0.519, -0.902], [0.834, 1.450, -0.341], [0.892, -1.591, -0.858], [-1.397, 0.143, 1.628]]
}

Record 6
{
  "formula": "C27H27Cl4N5O2Sc",
  "method": "ωB97M-V with the def2-TZVPD basis set",
  "charge": 1,
  "orbital_gap_ev": 6.31,
  "de_lowest_kcal_mol": 0.0,
  "multiplicity": 1,
  "e_tot_ev": -110773.7215,
  "lumo_energy_ha": -0.1378,
  "elements": ["Sc", "Cl", "Cl", "Cl", "Cl", "O", "O", "N", "N", "N", "N", "N", "C", "C", "C", "C", "C", "C", "C", "C", "C", "C", "C", "C", "C", "C", "C", "C", "C", "C", "C", "C", "C", "C", "C", "C", "C", "C", "C", "H", "H", "H", "H", "H", "H", "H", "H", "H", "H", "H", "H", "H", "H", "H", "H", "H", "H", "H", "H", "H", "H", "H", "H", "H", "H", "H"],
  "xyz": [[0.515, 0.721, -0.321], [0.654, 5.605, -0.155], [-2.196, 6.827, -0.734], [-4.646, 4.910, -1.083], [-4.240, 1.795, -0.785], [0.628, 2.649, 0.050], [-1.433, 1.057, -0.114], [-0.186, 0.709, -2.609], [0.758, -1.324, -1.252], [2.567, -0.312, 0.357], [0.087, -0.128, 1.795], [-0.558, -1.395, 1.603], [-2.469, 0.534, -4.172], [-1.810, 1.730, -4.019], [-0.650, 1.792, -3.241], [-1.682, 2.365, -0.259], [1.488, -3.560, -1.068], [3.481, -2.447, 0.916], [2.573, -1.656, 0.239], [-0.267, -2.966, -2.607], [-3.092, 4.274, -0.711], [1.570, -2.227, -0.704], [0.112, -2.450, 3.701], [3.482, 1.785, 1.177], [0.538, -3.925, -2.013], [-1.932, -0.611, -3.589], [-2.927, 2.893, -0.564], [-0.737, 4.600, -0.273], [4.450, -0.456, 1.806], [-0.114, -1.647, -2.205], [-1.076, -2.031, 2.841], [-2.014, -1.110, 3.622], [-1.831, -3.263, 2.356], [0.128, 3.070, -3.165], [3.499, 0.288, 1.114], [-0.577, 3.234, -0.133], [4.432, -1.834, 1.718], [-2.003, 5.128, -0.557], [-0.796, -0.480, -2.825], [0.452, -4.961, -2.312], [0.651, 3.219, -4.112], [4.235, 2.154, 1.868], [-2.227, -3.821, 3.204], [-2.832, -0.757, 2.990], [3.458, -3.522, 0.821], [-2.409, -1.572, -3.714], [5.189, 0.056, 2.406], [-0.965, -3.240, -3.384], [2.145, -4.308, -0.649], [-0.536, 3.921, -3.015], [-1.353, -1.195, 0.998], [-3.380, 0.476, -4.752], [5.156, -2.429, 2.259], [-1.494, -0.244, 4.036], [0.801, -3.069, 3.124], [-2.448, -1.649, 4.464], [0.867, 3.051, -2.367], [-0.532, 0.531, 2.270], [0.899, -0.278, 2.385], [3.687, 2.205, 0.190], [-1.170, -3.916, 1.784], [2.506, 2.168, 1.480], [-0.233, -3.026, 4.560], [-2.175, 2.634, -4.488], [0.658, -1.589, 4.097], [-2.674, -2.979, 1.721]]
}

Please write out number 5 again, unchanged.
{
  "formula": "C7H10",
  "method": "ωB97M-V with the def2-TZVPD basis set",
  "charge": 0,
  "smiles": "C#CC[C@@H]1C[C@@H]1C",
  "orbital_gap_ev": 10.96,
  "de_lowest_kcal_mol": 56.7,
  "multiplicity": 1,
  "e_tot_ev": -7418.5781,
  "lumo_energy_ha": 0.0414,
  "elements": ["C", "C", "C", "C", "C", "C", "C", "H", "H", "H", "H", "H", "H", "H", "H", "H", "H"],
  "xyz": [[0.396, -0.627, -0.754], [1.322, 0.471, -0.258], [2.080, 0.086, 2.277], [-1.656, 0.348, 0.583], [-1.050, -0.682, -0.344], [1.745, 0.265, 1.133], [-0.680, -0.326, -1.760], [2.372, -0.073, 3.291], [-1.445, -1.687, -0.203], [-1.311, 1.361, 0.348], [-0.812, 0.713, -2.059], [-2.748, 0.346, 0.492], [-0.867, -1.045, -2.553], [2.209, 0.519, -0.902], [0.834, 1.450, -0.341], [0.892, -1.591, -0.858], [-1.397, 0.143, 1.628]]
}